# 1
The following is a DFT calculation (the ωB97M-V functional and the def2-TZVPD basis) of a cluster of 6 separate species, C51H53N5O17 in total in a non-equilibrium geometry.

Structure (XYZ):
```
126
Properties=species:S:1:pos:R:3:forces:R:3:lowdin_charge:R:1
O -1.7671 1.6794 -2.6689 3.4 1.2 2.1 -0.127
O -7.4637 -9.6264 3.4509 0.6 0.9 -1.3 0.054
O 6.5951 3.0241 -1.5608 -8.7 3.0 1.8 -0.009
O -3.3363 -3.8474 -0.4672 1.5 -1.2 -0.1 0.073
O 4.1691 3.5542 -2.1970 3.1 0.2 1.2 -0.062
O 1.6721 -8.5432 6.5811 -0.7 -1.4 -1.0 0.061
O 0.5967 1.3385 -2.1115 -6.4 5.9 -1.6 -0.046
O 3.9439 2.4781 0.4861 -0.3 2.1 1.4 -0.147
O 3.7316 8.4369 0.5031 -5.7 -5.6 -1.2 -0.031
O 0.9335 1.5548 2.6945 1.9 0.3 -0.2 -0.122
O -2.3143 -5.7852 -0.3484 0.1 1.8 -0.6 0.030
O 9.4774 -2.3501 -2.9889 -0.7 0.2 -1.6 0.056
O -5.0903 4.8810 -0.0866 0.1 0.5 -1.8 0.056
O -4.0980 5.0196 -2.0384 -1.5 0.8 0.9 0.008
O 1.4019 -9.6877 4.7289 -0.3 0.3 1.8 0.060
O -7.5792 -8.6563 1.4864 0.8 -0.5 1.6 0.058
O 9.1967 -2.8975 -5.0948 -0.3 1.0 1.4 0.054
N -5.0812 5.1548 -1.2960 0.9 -0.3 0.5 -0.311
N -2.3246 -4.5598 -0.5382 -1.0 -0.1 0.2 -0.303
N 8.9777 -2.1769 -4.1097 0.8 -1.0 0.1 -0.329
N 1.1912 -9.4845 5.9339 0.9 0.9 -0.7 -0.327
N -6.9762 -8.9599 2.5266 -1.2 -0.4 -0.2 -0.328
C 2.9233 5.9530 0.7286 0.2 -0.2 1.3 -0.086
C 3.7743 5.0453 -0.3378 0.0 -0.7 -0.2 -0.143
C -3.5572 -8.3669 3.9710 -0.2 0.1 -0.3 -0.073
C 6.9095 0.8720 -3.3648 0.0 -0.5 -0.3 -0.054
C 2.2120 5.1572 -2.7139 -0.1 -1.1 -0.6 -0.104
C -3.7052 -7.2448 1.8295 -0.1 -0.2 0.3 -0.055
C -5.5924 -8.4938 2.6754 0.9 0.3 0.1 -0.146
C -1.5919 8.6791 -1.4324 2.6 -0.6 1.0 -0.064
C 6.5525 0.2316 -5.6734 0.2 -0.1 0.3 -0.073
C -0.0315 7.5005 0.5839 -0.7 2.1 -4.0 -0.023
C 5.3418 3.3863 -1.2755 2.3 -0.7 -0.6 -0.130
C -4.8660 -8.8311 3.8253 0.0 0.0 0.0 -0.008
C -2.4236 1.3053 -1.3872 -0.9 0.2 0.9 -0.212
C -1.0525 -3.9095 -0.8747 0.8 0.4 -0.2 -0.140
C 2.1090 1.1925 1.8380 0.9 0.9 0.9 -0.313
C -5.0137 -7.7055 1.6713 0.0 -0.1 0.2 0.012
C 0.1098 -4.6825 -1.0024 0.0 0.0 0.0 -0.001
C 2.7632 7.5344 0.3217 2.5 3.6 0.2 -0.234
C -8.6087 6.4060 -1.6401 0.3 -0.1 -0.2 -0.064
C -1.5220 7.8692 -0.0042 4.4 0.8 -1.9 -0.052
C -0.2138 3.8522 -2.4445 1.3 -1.0 0.6 -0.075
C -0.4133 2.2109 -2.3837 3.0 -4.0 0.9 -0.220
C 1.2100 8.8086 -1.7234 -3.6 -1.1 2.2 -0.019
C -1.3074 -12.2361 7.9994 0.1 0.1 -0.1 -0.074
C -8.6503 6.7161 -3.0003 0.1 -0.1 0.0 -0.070
C 4.6373 3.7435 0.1988 1.7 0.0 -1.1 -0.155
C -3.5089 2.4941 -1.0584 0.5 -0.9 -0.4 -0.102
C 0.0340 -10.2231 8.0007 0.0 0.0 0.0 -0.002
C -7.5317 6.5019 -3.8076 0.0 -0.1 0.4 -0.065
C 1.0864 4.1446 -3.4204 -0.4 1.5 -1.0 -0.177
C -6.3178 5.6796 -1.8875 -0.9 0.3 -0.4 -0.138
C -1.0134 -2.5235 -1.0769 0.1 -0.1 0.0 0.007
C 0.1954 -1.9134 -1.4179 -0.1 -0.3 0.1 -0.052
C 6.2856 1.0784 -4.5964 0.1 -0.2 0.0 -0.061
C 1.2795 7.9808 -0.2981 -1.9 0.3 -0.6 -0.095
C 7.7998 -0.1911 -3.2011 0.0 -0.1 -0.2 0.010
C -6.3592 5.9828 -3.2549 0.0 0.0 0.0 0.000
C 3.1400 0.2296 2.6797 -0.5 0.8 -0.6 -0.069
C -2.9820 -7.5729 2.9774 -0.2 -0.1 0.0 -0.064
C 7.4431 -0.8331 -5.5225 0.0 0.0 0.0 -0.009
C 1.3121 -4.0616 -1.3465 -0.3 0.2 0.0 -0.064
C 0.3165 -10.4259 6.6433 -0.6 -0.7 0.5 -0.146
C -7.4428 5.8838 -1.0767 0.0 0.0 -0.1 0.002
C 8.0601 -1.0442 -4.2818 -0.6 0.7 -0.1 -0.148
C -0.2887 9.1844 -2.3155 1.2 -2.6 4.0 -0.050
C 3.0157 4.2895 -1.5790 -0.2 -0.5 0.0 -0.213
C 1.3523 -2.6823 -1.5560 -0.1 -0.1 0.1 -0.060
C -0.7814 -11.1339 8.6755 0.1 -0.1 -0.4 -0.068
C 2.8706 2.6379 1.4794 -2.2 0.3 -1.0 -0.146
C -1.0306 -12.4314 6.6454 0.2 0.3 0.2 -0.067
C -0.2189 -11.5260 5.9593 0.0 0.0 0.1 -0.001
H 0.2355 -0.8385 -1.5800 -0.1 -0.2 0.0 0.075
H -7.4265 5.6473 -0.0150 0.2 0.0 -0.3 0.120
H -1.9640 -7.2067 3.0989 -0.2 -0.1 0.0 0.109
H -9.5598 7.1283 -3.4340 0.2 -0.1 0.1 0.110
H 5.4924 4.0054 0.9895 -2.1 -0.6 -1.6 0.187
H -1.6643 1.2074 -0.4922 -1.3 0.2 -1.9 0.136
H 1.8677 5.4771 1.0113 2.3 1.1 -1.0 0.109
H -2.9094 0.2473 -1.5568 0.8 2.2 0.3 0.128
H -1.9069 -1.9108 -0.9763 0.1 -0.3 0.0 0.102
H -2.9710 3.5247 -0.8296 -1.1 -2.6 -0.3 0.077
H -0.3580 9.7601 -3.3482 -0.1 -1.4 2.5 0.092
H 5.5861 1.9038 -4.7172 0.1 -0.1 0.1 0.106
H -5.4951 5.8247 -3.8967 -0.1 0.0 0.3 0.119
H -5.5639 -7.4410 0.7709 0.0 -0.2 0.3 0.121
H 3.1766 3.2400 2.4385 -0.2 -1.4 -1.6 0.144
H 0.4389 -9.3710 8.5425 0.0 -0.2 -0.3 0.119
H -2.6487 8.9166 -1.8745 2.3 -0.5 1.0 0.077
H 2.0239 3.2896 0.9481 1.6 -1.3 1.2 0.120
H 2.9600 5.5324 -3.5480 -1.5 -0.8 1.8 0.136
H 3.5410 5.9336 1.7502 -1.2 0.2 -2.3 0.143
H -1.1812 4.4421 -2.7368 1.9 -1.4 0.5 0.126
H -1.4455 -13.2920 6.1251 0.1 0.2 0.1 0.109
H 6.0635 0.3998 -6.6305 0.1 -0.1 0.2 0.105
H 7.6404 -1.4840 -6.3715 0.1 0.0 0.4 0.116
H 3.7949 -0.3663 1.8928 -1.2 1.2 2.0 0.100
H -5.3011 -9.4462 4.6101 -0.1 0.2 -0.3 0.116
H -0.0126 -11.6924 4.9043 0.1 0.2 0.3 0.119
H 2.2221 9.1006 -2.2791 -2.5 -0.7 1.4 0.112
H -2.4467 7.4968 0.6247 1.9 1.0 -1.7 0.092
H -2.9862 -8.6207 4.8614 -0.2 0.0 -0.1 0.102
H -1.0041 -10.9869 9.7300 0.1 0.0 -0.2 0.108
H 0.1320 4.1759 -1.3504 -1.0 -0.8 -2.2 0.131
H 1.6592 0.7031 0.8729 1.0 1.0 1.9 0.155
H 4.6337 5.7255 -0.7773 -1.8 -1.2 0.7 0.179
H 2.4943 -0.4655 3.3648 1.4 1.2 -1.4 0.090
H 1.6050 6.0699 -2.3044 1.4 -1.7 -0.4 0.099
H -3.2495 -6.6268 1.0589 -0.3 -0.3 0.4 0.063
H 1.5579 3.1665 -3.8569 -0.8 1.9 1.1 0.126
H -1.9363 -12.9478 8.5316 0.1 0.2 -0.1 0.108
H 0.0951 -5.7584 -0.8425 -0.2 0.3 0.0 0.119
H -9.4850 6.5744 -1.0178 0.2 -0.1 -0.1 0.110
H 3.8006 0.9629 3.3508 -1.3 -1.8 -1.4 0.098
H 2.2910 -2.2035 -1.8297 -0.2 -0.1 0.1 0.112
H 1.2561 2.0200 3.5210 -0.3 -0.9 -1.5 0.103
H 8.2755 -0.3405 -2.2340 0.0 -0.1 -0.3 0.119
H 2.2998 3.3652 -1.3365 1.4 2.3 0.3 0.154
H 0.6602 4.7715 -4.3387 0.9 -1.5 1.8 0.121
H 6.6985 1.5380 -2.5310 0.2 -0.5 -0.6 0.054
H -7.5729 6.7433 -4.8674 0.1 -0.1 0.2 0.110
H 0.1013 6.9062 1.6043 -0.3 1.5 -2.5 0.102
H -4.1325 2.6692 -2.0513 1.1 -0.6 2.3 0.096
H -4.1657 2.1187 -0.1570 1.2 1.0 -1.8 0.097
H 2.2183 -4.6539 -1.4545 -0.2 0.1 0.0 0.110
```
Positions in Å, forces in eV/Å.

Values from the calculation:
**Total charge**: 0
**E_LUMO**: -1.2620 eV
**HOMO-LUMO gap**: 0.2988 Ha
**Spin multiplicity**: 1
**SMILES**: CCOC(=O)CCC[C@H]1OC(=O)[C@H](OC[C@@H](C)O)[C@@H]1CC(=O)c1ccccc1.O=[N+]([O-])c1ccccc1.O=[N+]([O-])c1ccccc1.O=[N+]([O-])c1ccccc1.O=[N+]([O-])c1ccccc1.O=[N+]([O-])c1ccccc1

# 2
The following is a DFT calculation (the ωB97M-V functional and the def2-TZVPD basis) of a cluster of 2 separate species, C13H20BrN4O2 in total in a non-equilibrium geometry.

Structure (XYZ):
```
40
Properties=species:S:1:pos:R:3:forces:R:3:lowdin_charge:R:1
Br 4.0301 -2.0213 1.8572 0.0 -0.1 -1.5 0.674
O -1.7489 2.3972 1.2000 -1.1 0.2 0.7 0.019
O -3.0230 3.3854 2.6879 0.5 -1.5 -1.6 0.090
N -2.8208 2.5365 1.8078 0.5 1.1 0.8 -0.314
N 0.9195 -1.1787 0.5092 0.5 -0.7 -2.3 0.007
N 2.6232 -2.6547 -0.6792 -1.2 1.5 0.2 0.074
N 0.8780 -1.4262 -2.0558 0.1 -1.7 3.6 0.016
C -6.0024 -0.1154 0.8456 0.1 0.1 0.1 -0.062
C 4.0176 -2.2775 -0.1380 1.4 -1.5 -0.5 -0.604
C -5.1595 1.7657 2.1115 0.1 0.0 0.0 0.011
C 4.7203 -1.0641 -0.9867 -0.2 0.3 -0.4 -0.235
C -3.9238 1.6308 1.4649 -0.7 -0.6 -0.2 -0.141
C 4.5824 0.4263 -0.3200 0.3 0.5 -1.4 -0.144
C 1.5476 -1.8025 -0.7167 -1.5 0.7 -0.4 -0.125
C 0.8495 0.3243 0.4498 0.3 2.6 0.8 -0.197
C -4.7728 -0.2426 0.1974 0.0 0.3 0.3 -0.070
C 1.1009 1.0118 -1.0026 0.5 1.1 0.1 -0.148
C -3.7274 0.6314 0.5019 -0.1 0.0 0.1 -0.015
C -6.1984 0.8875 1.7966 0.4 -0.1 -0.2 -0.052
C 1.2937 0.0088 -2.2715 -0.1 1.9 -1.0 -0.186
H 4.2368 -1.0156 -2.0682 1.0 -0.5 2.3 0.109
H -5.3272 2.5399 2.8573 0.3 -0.1 -0.2 0.125
H 3.7223 0.5477 0.4636 1.9 -0.5 -1.3 0.042
H 5.8619 -1.3600 -1.1472 -2.6 0.6 0.5 0.138
H 1.6797 0.7316 1.2043 -1.8 -1.0 -1.6 0.127
H -0.0960 -1.4966 0.4714 1.6 0.0 -0.1 0.151
H 2.4700 -3.6370 -1.0440 0.6 2.0 -0.5 0.195
H 2.4048 0.0196 -2.6457 -2.2 -0.1 0.7 0.115
H 2.1015 1.6539 -0.9165 -2.3 -1.4 -0.2 0.109
H -4.6282 -1.0258 -0.5438 0.0 0.2 0.1 0.106
H -7.1605 0.9821 2.2953 0.2 0.0 -0.1 0.116
H -6.8127 -0.8027 0.6088 0.2 0.2 0.0 0.113
H -2.7753 0.5190 -0.0120 -0.2 0.2 0.2 0.100
H -0.1593 -1.5062 -1.8301 1.6 0.6 -0.6 0.135
H 0.6013 0.4276 -3.1489 1.7 -1.2 1.8 0.156
H 5.6434 0.7351 0.0687 -2.4 -0.5 -0.4 0.099
H -0.1772 0.7541 0.8804 2.2 -1.4 -0.9 0.118
H 0.2343 1.7919 -1.1980 1.8 -1.8 0.3 0.128
H 4.6820 -3.2489 -0.3392 -1.8 2.1 0.6 0.132
H 4.3126 1.1677 -1.2155 0.7 -1.5 2.0 0.088
```
Positions in Å, forces in eV/Å.

Values from the calculation:
**Total charge**: +1
**E_LUMO**: -5.7745 eV
**HOMO-LUMO gap**: 0.2422 Ha
**Spin multiplicity**: 1

# 3
The following is a DFT calculation (the ωB97M-V functional and the def2-TZVPD basis) of the molecule C6H12S in a non-equilibrium geometry.

Structure (XYZ):
```
19
Properties=species:S:1:pos:R:3:forces:R:3:lowdin_charge:R:1
S -0.7863 -0.7014 -0.9328 0.2 -1.3 -0.4 0.815
C -0.2744 -0.8246 0.9481 -1.8 -0.8 -0.3 -0.220
C -0.1048 1.6304 1.4738 1.1 -0.8 -2.6 -0.040
C 0.6187 0.0956 -1.3597 -1.6 1.1 -0.1 -0.354
C -0.9233 -1.9659 -2.0121 -1.4 0.0 0.2 -0.370
C 1.3981 0.5160 -0.1629 1.4 -0.7 -1.3 -0.311
C 0.7027 0.2831 1.1084 -0.2 2.2 3.3 -0.421
H -0.4256 1.9085 0.4617 -0.2 0.6 0.1 0.076
H 0.3599 2.5089 1.9308 0.4 -0.6 0.0 0.083
H -0.1253 -1.9841 -2.8066 -1.0 -0.2 1.4 0.023
H 1.4606 0.1963 1.9415 -0.8 -0.7 -0.8 0.153
H 0.4548 0.7610 -2.2164 0.4 -0.4 0.2 0.073
H -1.8684 -2.6126 -1.9960 1.5 1.3 -0.2 0.017
H 1.7197 1.5150 -0.1524 0.4 1.6 -0.4 0.095
H -1.2509 -0.6261 1.4235 0.4 0.0 0.0 0.072
H -0.0072 -1.8431 1.2718 0.3 0.3 -0.7 0.103
H -0.9917 1.3789 1.9392 -1.7 -0.4 1.5 0.029
H 2.3044 -0.0648 -0.1785 0.7 -0.4 0.1 0.105
H -2.2611 -0.1710 -0.6812 1.8 -0.8 -0.1 0.073
```
Positions in Å, forces in eV/Å.

Values from the calculation:
**Total charge**: 0
**E_LUMO**: 0.4116 eV
**HOMO-LUMO gap**: 0.2854 Ha
**Spin multiplicity**: 1
**SMILES**: C=[S@@H]1=CC[C@@H](C)C1

# 4
The following is a DFT calculation (the ωB97M-V functional and the def2-TZVPD basis) of the molecule C4H5NO2.

Structure (XYZ):
```
12
Properties=species:S:1:pos:R:3:forces:R:3:lowdin_charge:R:1
O 1.4255 1.2530 0.7305 0.1 -0.1 0.1 0.083
O 2.8109 -0.4673 1.3061 -0.5 0.2 -0.1 0.105
N 0.7085 -0.7872 0.3346 0.1 0.0 0.1 0.160
C 0.1650 1.3192 0.1684 -0.2 0.0 -0.1 -0.049
C 1.7717 -0.0675 0.8509 0.2 -0.2 0.1 -0.523
C -1.4872 -0.3904 -0.8492 0.0 0.0 0.0 -0.026
C -0.2997 0.0925 -0.0863 0.0 0.2 0.0 -0.294
H -1.8537 -1.3499 -0.4723 0.0 0.1 0.1 0.080
H 0.5168 -1.7057 0.7009 0.2 -0.1 -0.3 0.163
H -1.2192 -0.5377 -1.9013 -0.1 0.0 0.1 0.087
H -0.2354 2.3091 0.0133 0.0 -0.2 -0.1 0.129
H -2.3031 0.3318 -0.7955 0.1 -0.1 0.0 0.084
```
Positions in Å, forces in eV/Å.

Values from the calculation:
**Total charge**: 0
**E_LUMO**: 0.6947 eV
**HOMO-LUMO gap**: 0.3452 Ha
**Spin multiplicity**: 1
**SMILES**: Cc1coc(=O)[nH]1

Number 1: electronic energy -95972.91934 eV, HOMO level -9.393 eV. Number 2: electronic energy -93888.70200 eV, HOMO level -12.366 eV. Number 3: electronic energy -17245.37269 eV, HOMO level -7.355 eV. Number 4: electronic energy -9814.21676 eV, HOMO level -8.700 eV.